ORCA calculation (ωB97M-V/def2-TZVPD) on a single C5H10O2 molecule at a distorted geometry.

total energy: -346.9641 Ha
2S+1: 1
relative energy (zero: lowest compared OMol25 entry of this formula, charge and spin): 38.5 kcal/mol
frontier orbital gap: 10.4 eV
max |F|: 3.11 eV/Å

Last column: natural (NBO) charge in e.
Atoms and positions in Å:
C -0.797 0.148 0.206  -0.551
H 1.093 3.069 -0.254  0.239
C 0.546 2.354 0.359  -0.716
C -0.037 -2.292 0.571  -0.623
H -0.266 2.871 0.872  0.244
O -0.093 -1.271 -1.618  -0.743
H -1.060 -2.664 0.531  0.211
O 0.007 1.278 -1.722  -0.589
C -0.023 1.252 -0.482  0.635
H -0.018 -0.275 -2.043  0.498
H 1.205 1.937 1.117  0.237
H 0.615 -3.064 0.166  0.226
H 1.112 -0.500 -0.135  0.108
C 0.064 -1.045 -0.280  0.159
H -1.810 0.052 -0.187  0.240
H -0.760 0.243 1.290  0.215
H 0.222 -2.091 1.610  0.209